Formula: C6H11N3O
Source: OMol25
Level of theory: wB97M-V/def2-TZVPD

Each line ends with the Mulliken charge.
Positions of all 21 atoms, in Å:
C1 0.074 2.515 -0.894  -1.14
C2 0.489 1.225 -1.461  0.73
C3 1.582 0.428 -1.243  -0.53
N1 1.401 -0.667 -2.037  -0.06
C4 0.082 -0.715 -2.411  -0.12
N2 -0.476 0.411 -2.025  -0.65
H1 0.233 2.545 0.181  0.28
H2 -0.999 2.517 -1.113  0.34
H3 0.507 3.399 -1.355  0.29
H4 2.470 0.809 -0.726  0.37
H5 2.042 -1.348 -2.387  0.17
H6 -0.251 -1.617 -3.001  0.32
C5 -1.357 -0.276 2.716  -1.21
C6 -0.129 -0.984 2.052  0.83
N3 -0.545 -2.025 1.284  -0.40
O1 1.045 -0.686 2.126  -0.63
H7 -1.099 0.497 3.434  0.29
H8 -1.827 -1.214 3.009  0.40
H9 -1.985 0.006 1.859  0.32
H10 0.229 -2.585 0.950  0.23
H11 -1.485 -2.236 1.042  0.18

The spin multiplicity is 1. The value obtained for the gap between HOMO and LUMO is 9.21 eV. The electronic energy is -12917.7339 eV. Its HOMO energy is -8.42 eV.

***

Formula: C6H11N3O
Source: OMol25
Level of theory: wB97M-V/def2-TZVPD

Each line ends with the Mulliken charge.
Positions of all 21 atoms, in Å:
O1 -3.204 -0.485 1.190  -0.63
C1 -2.398 -0.149 0.361  0.31
C2 -1.615 -0.981 -0.663  -0.68
C3 -0.741 0.094 -1.273  -0.20
N1 -0.991 1.267 -0.860  -0.60
N2 -1.975 1.113 0.131  0.13
H1 -1.164 -1.909 -0.432  0.45
H2 -2.204 -1.369 -1.472  0.38
H3 -0.026 0.002 -2.169  0.52
H4 -2.314 2.001 0.601  0.25
C4 1.998 -0.618 -0.655  -1.39
C5 1.279 -0.177 0.566  0.98
C6 1.475 1.189 1.064  -1.07
N3 0.735 -1.147 1.159  -0.65
H5 1.743 0.043 -1.523  0.33
H6 1.820 -1.663 -0.954  0.34
H7 3.156 -0.580 -0.465  0.35
H8 1.300 1.153 2.170  0.34
H9 0.575 1.613 0.662  0.33
H10 2.299 1.674 0.484  0.31
H11 0.252 -1.072 2.078  0.22

The spin multiplicity is 1. The value obtained for the gap between HOMO and LUMO is 10.31 eV. The electronic energy is -12915.9653 eV. Its HOMO energy is -9.44 eV.

***

Formula: C6H11N3O
Source: OMol25
Level of theory: wB97M-V/def2-TZVPD

Each line ends with the Mulliken charge.
Positions of all 21 atoms, in Å:
H1 -2.695 0.321 0.366  0.23
N1 -2.345 0.679 1.251  -0.78
C1 -1.108 1.070 1.168  0.35
O1 -0.731 1.478 2.370  -0.57
C2 -0.060 0.381 0.368  1.10
N2 1.331 0.796 0.564  -0.81
C3 0.941 -0.549 0.965  -0.53
C4 1.270 -1.621 -0.053  -0.78
C5 0.814 -1.021 -1.391  -0.86
C6 -0.358 -0.073 -1.062  -0.36
N3 -0.502 0.975 -2.056  -0.71
H2 -1.698 1.095 2.857  0.48
H3 1.393 1.395 1.384  0.33
H4 0.909 -0.785 2.030  0.47
H5 0.695 -2.525 0.195  0.31
H6 2.335 -1.891 -0.051  0.38
H7 0.522 -1.783 -2.124  0.38
H8 1.624 -0.427 -1.836  0.31
H9 -1.292 -0.656 -1.046  0.53
H10 -1.340 1.528 -1.896  0.28
H11 0.293 1.610 -2.003  0.27

The spin multiplicity is 1. The value obtained for the gap between HOMO and LUMO is 9.56 eV. The electronic energy is -12916.2770 eV. Its HOMO energy is -9.06 eV.

***

Formula: C6H11N3O
Source: OMol25
Level of theory: wB97M-V/def2-TZVPD

Each line ends with the Mulliken charge.
Positions of all 21 atoms, in Å:
C1 -1.513 1.308 -2.019  -1.05
C2 -0.129 1.480 -1.469  0.75
C3 0.964 0.621 -1.597  -0.65
N1 1.927 1.177 -0.789  -0.08
C4 1.497 2.407 -0.309  -0.24
N2 0.248 2.530 -0.750  -0.65
H1 -1.612 0.581 -2.794  0.33
H2 -1.694 2.323 -2.319  0.33
H3 -2.349 1.096 -1.196  0.19
H4 1.070 -0.293 -2.081  0.44
H5 2.897 0.917 -0.988  0.24
H6 2.080 3.153 0.225  0.39
C5 -1.114 -2.722 1.659  -0.99
C6 0.284 -2.197 1.613  0.71
N3 0.164 -0.783 1.877  -0.41
O1 1.382 -2.554 1.346  -0.54
H7 -1.778 -1.813 1.643  0.26
H8 -1.452 -3.145 2.673  0.27
H9 -1.321 -3.436 0.947  0.34
H10 0.836 -0.171 1.594  0.16
H11 -0.388 -0.478 2.732  0.20

The spin multiplicity is 1. The value obtained for the gap between HOMO and LUMO is 9.28 eV. The electronic energy is -12917.1044 eV. Its HOMO energy is -8.47 eV.

***

Formula: C6H11N3S
Source: OMol25
Level of theory: wB97M-V/def2-TZVPD

Each line ends with the Mulliken charge.
Positions of all 21 atoms, in Å:
C1 -0.151 0.022 -0.989  0.38
C2 0.021 -2.279 -0.446  0.45
C3 0.206 0.615 0.350  1.15
C4 -0.395 0.895 -2.205  -1.14
C5 0.407 2.142 0.410  -2.05
C6 -0.794 0.265 1.397  -1.31
N1 -0.166 -1.253 -1.146  -0.57
N2 0.301 -4.230 0.888  -1.08
N3 0.179 -3.368 0.010  0.52
S1 1.851 -0.156 0.823  -0.14
H1 1.858 0.883 1.746  0.15
H2 0.352 1.674 -2.587  0.27
H3 -1.180 1.653 -1.915  0.27
H4 -0.744 0.346 -3.147  0.33
H5 0.343 2.378 1.404  0.69
H6 -0.546 2.522 0.030  0.45
H7 1.257 2.588 -0.086  0.32
H8 -0.698 0.827 2.314  0.45
H9 -0.860 -0.878 1.549  0.23
H10 -1.743 0.580 1.046  0.42
H11 0.501 -5.225 0.557  0.20

The spin multiplicity is 1. The value obtained for the gap between HOMO and LUMO (alpha / beta) is 7.73 / 7.73 eV. The electronic energy is -21701.4636 eV. Its HOMO energy (alpha / beta) is -7.51 / -7.52 eV.

***

Formula: C6H11N5
Source: OMol25
Level of theory: wB97M-V/def2-TZVPD

Each line ends with the Mulliken charge.
Positions of all 22 atoms, in Å:
N1 -2.124 -1.328 -2.154  -0.70
C1 -0.641 -1.128 -2.237  -0.50
C2 -0.116 -0.443 -0.878  -0.37
C3 0.925 -1.340 -0.108  -0.59
C4 1.353 -0.706 1.310  -0.67
C5 0.743 0.739 1.488  0.61
N2 1.532 1.751 1.035  -0.15
N3 1.008 2.949 1.141  -0.42
C6 -0.242 2.980 1.688  0.13
N4 -1.015 1.970 2.179  -0.44
N5 -0.488 0.773 2.072  -0.14
H1 -2.535 -0.393 -2.045  0.27
H2 -2.326 -1.768 -1.248  0.27
H3 -0.500 -0.404 -3.085  0.31
H4 -0.100 -2.092 -2.384  0.33
H5 0.357 0.530 -1.182  0.21
H6 -1.038 -0.292 -0.252  0.26
H7 1.865 -1.432 -0.723  0.29
H8 0.534 -2.369 0.119  0.27
H9 2.470 -0.611 1.375  0.31
H10 1.042 -1.384 2.144  0.32
H11 -0.705 3.998 1.745  0.41

The spin multiplicity is 1. The value obtained for the gap between HOMO and LUMO is 8.52 eV. The electronic energy is -13847.6964 eV. Its HOMO energy is -9.40 eV.

***

Formula: C6H11NO
Source: OMol25
Level of theory: wB97M-V/def2-TZVPD

Each line ends with the Löwdin spin population.
Positions of all 19 atoms, in Å:
C1 1.709 0.865 -1.500  0.03
C2 1.615 0.688 0.032  0.03
C3 0.319 0.546 0.715  0.01
C4 -0.260 1.340 1.686  0.21
N1 -1.613 1.021 1.781  0.06
C5 -1.827 -0.105 1.052  0.21
C6 -0.681 -0.427 0.395  0.04
H1 2.675 0.579 -1.892  0.01
H2 1.086 0.064 -1.949  0.01
H3 1.394 1.902 -1.649  0.01
H4 2.389 -0.088 0.265  0.01
H5 2.268 1.414 0.543  0.01
H6 0.148 2.138 2.263  0.07
H7 -2.197 1.306 2.559  0.15
H8 -2.736 -0.691 0.977  0.06
H9 -0.671 -1.277 -0.264  0.01
H10 -1.508 -2.479 -1.252  0.01
H11 -0.599 -3.475 -2.021  0.02
O1 -1.512 -3.322 -1.743  0.05

The spin multiplicity is 2. The value obtained for the gap between HOMO and LUMO (alpha / beta) is 2.43 / 8.28 eV. The electronic energy is -9935.8334 eV. The expectation value of S² is 0.7503. The net charge is -1. Its HOMO energy (alpha / beta) is 1.21 / -4.75 eV.

***

Formula: C6H11NO
Source: OMol25
Level of theory: wB97M-V/def2-TZVPD

Each line ends with the Mulliken charge.
Positions of all 19 atoms, in Å:
C1 1.878 0.830 -0.979  -1.04
C2 0.402 0.529 -1.099  0.45
O1 -0.283 0.915 -2.056  -0.58
C3 -0.119 -0.608 -0.257  0.27
C4 0.164 -2.020 -0.641  -1.50
C5 -0.720 -0.157 0.840  0.69
C6 -0.733 1.550 0.871  -1.34
N1 -1.528 -0.793 1.729  -0.52
H1 2.103 1.719 -1.574  0.32
H2 2.161 1.021 0.058  0.32
H3 2.458 -0.013 -1.361  0.31
H4 0.703 -2.068 -1.592  0.37
H5 -0.747 -2.612 -0.752  0.35
H6 0.803 -2.500 0.109  0.30
H7 -0.629 2.305 0.091  0.35
H8 -1.739 1.781 1.233  0.46
H9 -0.006 1.785 1.656  0.32
H10 -1.993 -0.209 2.420  0.25
H11 -2.173 -1.455 1.303  0.22

The spin multiplicity is 1. The value obtained for the gap between HOMO and LUMO is 9.05 eV. The electronic energy is -9936.1807 eV. Its HOMO energy is -8.20 eV.